# C3H9N3O

2 unconnected molecules or ions with the total composition C3H9N3O in a non-equilibrium geometry (ωB97M-V/def2-TZVPD, the OMol25 dataset).

```
16
Properties=species:S:1:pos:R:3:forces:R:3:lowdin_charge:R:1
H 1.527 1.220 1.514 -0.39 -0.14 0.19 0.142
H -1.328 2.581 1.507 0.03 -0.22 -0.43 0.200
H 0.511 -3.792 1.441 -0.01 -0.39 0.29 0.158
H -2.111 1.695 0.314 0.43 0.04 0.11 0.189
C 0.596 -3.018 0.709 0.11 1.20 -1.11 0.399
N -1.193 2.068 0.608 0.04 1.27 -0.05 0.178
H -1.366 -0.688 -0.903 -0.15 -0.12 -0.06 0.095
H -0.295 0.509 -1.818 0.02 0.05 -0.16 0.102
H -0.844 2.763 -0.087 -0.21 -0.31 0.23 0.193
N -0.263 0.997 0.838 0.23 -2.55 -1.05 -0.078
C -0.385 -0.286 -1.096 -0.06 1.19 1.77 0.125
N 0.680 -2.180 -0.062 -0.39 -2.47 2.26 0.154
O 0.980 1.544 0.779 -0.09 0.80 -0.58 -0.020
H 0.982 -1.637 -1.986 -0.03 0.04 0.24 0.184
H 1.711 -0.601 -0.762 -0.18 -0.07 -0.05 0.163
C 0.798 -1.175 -0.996 0.67 1.69 -1.62 -0.186
```
Forces are in eV/Å.

Output
highest occupied orbital energy (alpha / beta)	-0.640 / -0.667	hartree
charge	+2
ΔE to the lowest compared entry with this formula, charge and spin	490.7	kJ/mol
DFT total energy	-358.3440	a.u.
E_LUMO (alpha / beta)	-8.95 / -8.54	eV
orbital gap (alpha / beta)	8.5 / 9.6	eV